# 1
Computed, not measured: a molecular structure, C4H5NO2, with ωB97M-V/def2-TZVPD.

Calculated values
LUMO level, eV: 0.9
M, g mol⁻¹: 99.09
HOMO energy, eV: -9.68
Calculated total energy, eV: -9812.4613
Gap between HOMO and LUMO, eV: 10.59

The geometry in XYZ format:
```
12
C4H5NO2 ωB97M-V/def2-TZVPD
N 0.51 1.29 0.96
C 0.18 0.23 0.09
C -1.21 0.11 -0.51
C -0.66 -1.02 0.26
O 0.23 -1.78 -0.60
C 1.11 -0.70 -0.64
O 2.23 -0.70 -1.03
H 0.54 2.17 0.46
H 1.41 1.15 1.40
H -1.93 0.73 0.03
H -1.37 0.03 -1.58
H -1.04 -1.51 1.14
```

# 2
Computed, not measured: C5H9NS in the gas phase, with ωB97M-V/def2-TZVPD.

Calculated values
LUMO level, eV: 0.6
M, g mol⁻¹: 115.20
HOMO energy, eV: -8.67
Structure (SMILES): N[C@@H]1CC[C@H]2S[C@H]12
Calculated total energy, eV: -17651.5222
Gap between HOMO and LUMO, eV: 9.24

The geometry in XYZ format:
```
16
C5H9NS ωB97M-V/def2-TZVPD
N 1.14 1.40 0.34
C 0.87 -0.04 0.65
C 0.62 -0.71 -0.72
C -1.07 -0.92 -0.95
C -1.34 0.28 0.01
S -2.24 1.03 1.39
C -0.59 0.08 1.22
H 1.88 1.64 -0.36
H 1.35 1.93 1.20
H 1.66 -0.50 1.38
H 1.22 -1.73 -0.93
H 1.01 -0.06 -1.63
H -1.39 -1.83 -0.47
H -1.52 -0.56 -2.03
H -0.69 0.95 -0.58
H -0.91 -0.96 1.51
```

# 3
Computed, not measured: a molecular structure, C4H4OSr, with ωB97M-V/def2-TZVPD.

Calculated values
Charge: +1
LUMO level (spin up / spin down), eV: -4.6 / -4.6
M, g mol⁻¹: 155.70
HOMO energy (spin up / spin down), eV: -9.63 / -11.66
Expectation value of S²: 0.75
Spin multiplicity: 2
Calculated total energy, eV: -7082.6125
Gap between HOMO and LUMO (spin up / spin down), eV: 5.01 / 7.04

The geometry in XYZ format:
```
10
C4H4OSr ωB97M-V/def2-TZVPD
H 3.91 -0.40 0.95
C 4.05 0.27 -0.43
C 2.73 -0.24 -0.54
C 2.47 -0.93 0.67
C 1.54 -1.12 1.53
O 0.61 -1.30 2.25
Sr -1.57 -2.73 3.19
H 4.13 1.31 -0.08
H 4.69 0.01 -1.28
H 2.45 -0.77 -1.46
```

Repeat the first record exactly.
Computed, not measured: a molecular structure, C4H5NO2, with ωB97M-V/def2-TZVPD.

Calculated values
LUMO level, eV: 0.9
M, g mol⁻¹: 99.09
HOMO energy, eV: -9.68
Calculated total energy, eV: -9812.4613
Gap between HOMO and LUMO, eV: 10.59

The geometry in XYZ format:
```
12
C4H5NO2 ωB97M-V/def2-TZVPD
N 0.51 1.29 0.96
C 0.18 0.23 0.09
C -1.21 0.11 -0.51
C -0.66 -1.02 0.26
O 0.23 -1.78 -0.60
C 1.11 -0.70 -0.64
O 2.23 -0.70 -1.03
H 0.54 2.17 0.46
H 1.41 1.15 1.40
H -1.93 0.73 0.03
H -1.37 0.03 -1.58
H -1.04 -1.51 1.14
```

> Which of these has the lowest calculated total energy?

C5H9NS

> What is the M in the first record?

99.09 g mol⁻¹

> Which formula does entry 1 have?

C4H5NO2